Entry 1:
C7H4ClF5O3S4SbTcTe as an isolated structure. Source: the OMol25 dataset; level of theory: ωB97M-V/def2-TZVPD.

- Lowest unoccupied orbital energy: -0.314 hartree
- Kohn-Sham gap: 0.2439 Eh
- Calculated total energy: -98930.04795 eV
- Total charge: +2
- Multiplicity: 1
- Energy relative to the best compared isomer or geometry (same formula, charge and spin): 0.000 eV
- HOMO: -15.2 eV

Element x y z (Å)
Tc: 1.567 1.189 -1.245
S: 1.025 3.307 -6.200
Sb: 0.535 2.636 -4.041
S: 0.522 0.455 -3.100
S: 1.469 3.317 -1.954
S: -0.991 3.751 -5.394
F: 5.707 0.520 -2.606
Te: 4.269 -0.601 -2.569
F: 3.568 0.279 -4.035
F: 4.956 -1.436 -1.101
F: 2.779 -1.690 -2.498
F: 5.054 -1.790 -3.700
O: 3.315 0.622 -1.447
Cl: -5.124 -3.095 3.033
C: -3.855 -1.973 3.051
C: -3.262 -1.634 4.273
C: -2.235 -0.727 4.296
C: -1.805 -0.162 3.070
C: -2.406 -0.499 1.838
C: -3.430 -1.407 1.839
C: -0.774 0.753 3.126
O: 0.054 1.511 3.211
O: 0.420 0.953 -0.100
H: -3.617 -2.088 5.187
H: -1.763 -0.449 5.229
H: -2.060 -0.048 0.918
H: -3.918 -1.694 0.919

***

Entry 2:
One molecule with the formula C7H4N2O2S in a non-equilibrium geometry. Source: the OMol25 dataset; level of theory: ωB97M-V/def2-TZVPD.

- SMILES: O=S(=O)=C1N=c2ccccc2=N1
- Lowest unoccupied orbital energy (spin up / spin down): -0.128 / -0.104 hartree
- Kohn-Sham gap (spin up / spin down): 0.2009 / 0.2254 Eh
- Calculated total energy: -25230.60171 eV
- Multiplicity: 1
- Energy relative to the best compared isomer or geometry (same formula, charge and spin): 3.762 eV
- HOMO (spin up / spin down): -9.0 / -9.0 eV

Element x y z (Å)
O: -4.176 1.383 -0.218
S: -3.742 0.065 0.102
O: -4.544 -1.054 -0.279
C: -1.870 -0.190 0.082
N: -1.142 -1.312 0.148
C: 0.106 -0.797 0.070
C: 1.341 -1.448 -0.010
C: 2.458 -0.653 -0.033
C: 2.380 0.756 -0.020
C: 1.184 1.428 0.022
C: 0.024 0.650 0.083
N: -1.287 0.990 0.159
H: 1.401 -2.525 -0.030
H: 3.434 -1.114 -0.062
H: 3.301 1.317 -0.042
H: 1.132 2.504 0.028

***

Entry 3:
C7H4O5Pt as an isolated structure in a non-equilibrium geometry. Source: the OMol25 dataset; level of theory: ωB97M-V/def2-TZVPD.

- Lowest unoccupied orbital energy (spin up / spin down): -0.314 / -0.472 hartree
- Kohn-Sham gap (spin up / spin down): 0.2000 / 0.1353 Eh
- Calculated total energy: -20784.52104 eV
- Total charge: +2
- Multiplicity: 3
- Energy relative to the best compared isomer or geometry (same formula, charge and spin): 0.187 eV
- ⟨S²⟩: 2.0077
- HOMO (spin up / spin down): -14.0 / -16.5 eV

Element x y z (Å)
Pt: 0.003 0.011 1.535
O: 0.151 3.145 1.852
C: 0.099 2.013 1.649
C: -0.092 -1.992 1.480
O: -0.148 -3.137 1.585
C: 2.005 -0.080 1.464
O: 3.155 -0.137 1.527
C: -1.996 0.112 1.419
O: -3.146 0.165 1.457
C: 0.037 0.689 -3.639
H: -0.868 1.307 -3.703
H: 0.998 1.217 -3.683
C: -0.028 -0.660 -3.696
H: 0.879 -1.272 -3.788
H: -0.987 -1.182 -3.809
O: -0.038 -0.122 4.731
C: -0.024 -0.075 3.618

***

Entry 4:
One molecule with the formula C7H5BrCl2O in a non-equilibrium geometry. Source: the OMol25 dataset; level of theory: ωB97M-V/def2-TZVPD.

- SMILES: O=C[C@@H]1C=CC=C(Cl)[C@@]1(Cl)Br
- Lowest unoccupied orbital energy: -0.018 hartree
- Kohn-Sham gap: 0.3113 Eh
- Calculated total energy: -104472.72911 eV
- Multiplicity: 1
- Energy relative to the best compared isomer or geometry (same formula, charge and spin): 0.000 eV
- HOMO: -9.0 eV

Element x y z (Å)
O: -0.174 -2.412 1.921
C: -0.166 -1.195 1.757
C: -1.092 -0.499 0.795
C: -0.461 -0.526 -0.590
C: 0.102 0.634 -1.090
C: 0.317 1.811 -0.275
C: -0.410 2.027 0.836
Cl: -0.183 3.198 2.043
C: -1.547 0.993 1.095
Cl: -2.179 1.265 2.711
Br: -2.882 1.405 -0.248
H: 0.596 -0.581 2.345
H: -2.082 -1.145 0.634
H: -0.614 -1.324 -1.333
H: 0.691 0.601 -2.007
H: 0.990 2.615 -0.601

***

Entry 5:
A 2-piece molecular cluster, C7H5BrFNO2 overall in a non-equilibrium geometry. Source: the OMol25 dataset; level of theory: ωB97M-V/def2-TZVPD.

- Lowest unoccupied orbital energy (spin up / spin down): -0.102 / -0.109 hartree
- Kohn-Sham gap (spin up / spin down): 0.2607 / 0.2306 Eh
- Calculated total energy: -85680.45228 eV
- Multiplicity: 1
- Energy relative to the best compared isomer or geometry (same formula, charge and spin): 0.549 eV
- HOMO (spin up / spin down): -9.9 / -9.3 eV

Element x y z (Å)
C: 0.905 -0.378 0.556
C: -0.361 -0.480 1.119
C: 1.063 0.173 -0.710
C: -1.474 -0.051 0.431
C: -0.035 0.613 -1.413
C: -1.324 0.513 -0.850
C: -2.429 0.967 -1.630
N: -3.789 1.174 -1.174
O: -4.430 1.993 -1.787
O: -4.171 0.545 -0.213
F: -2.175 1.714 -2.687
Br: -3.096 -1.322 -2.977
H: 1.768 -0.734 1.099
H: -0.477 -0.907 2.104
H: 2.049 0.245 -1.145
H: -2.454 -0.144 0.866
H: 0.080 1.027 -2.403

***

Entry 6:
One molecule with the formula C7H5Cl2F5O6S2 in a non-equilibrium geometry. Source: the OMol25 dataset; level of theory: ωB97M-V/def2-TZVPD.

- SMILES: C/C(Cl)=C(\Cl)[C@H]1OS(=O)(=O)O[C@@H]1S(=O)(=O)C(F)(F)C(F)(F)F
- Lowest unoccupied orbital energy: 0.005 hartree
- Kohn-Sham gap: 0.3809 Eh
- Calculated total energy: -79925.05319 eV
- Multiplicity: 1
- HOMO: -10.2 eV

Element x y z (Å)
C: 2.501 -2.655 -1.361
C: 1.666 -1.739 -0.536
Cl: 0.524 -2.540 0.497
C: 1.752 -0.407 -0.542
Cl: 2.900 0.319 -1.606
C: 0.946 0.528 0.308
O: 1.905 1.472 0.837
S: 1.231 2.925 0.937
O: 0.575 2.972 2.190
O: 2.083 3.995 0.602
O: 0.276 2.672 -0.333
C: -0.128 1.316 -0.449
S: -1.874 1.404 0.177
O: -1.980 2.260 1.309
O: -2.664 1.802 -0.948
C: -2.487 -0.256 0.740
F: -3.618 0.018 1.393
F: -1.644 -0.807 1.616
C: -2.831 -1.239 -0.428
F: -2.065 -1.010 -1.493
F: -4.113 -1.098 -0.764
F: -2.657 -2.493 -0.004
H: 2.312 -3.675 -1.055
H: 3.555 -2.462 -1.209
H: 2.233 -2.582 -2.408
H: 0.613 -0.013 1.185
H: -0.202 1.162 -1.518

***

Entry 7:
C7H5Cl2NO3S as an isolated structure in a non-equilibrium geometry. Source: the OMol25 dataset; level of theory: ωB97M-V/def2-TZVPD.

- Lowest unoccupied orbital energy (spin up / spin down): -0.021 / -0.021 hartree
- Kohn-Sham gap (spin up / spin down): 0.2912 / 0.2914 Eh
- Calculated total energy: -50847.63171 eV
- Multiplicity: 1
- HOMO (spin up / spin down): -8.5 / -8.5 eV

Element x y z (Å)
C: -0.986 0.095 -1.164
C: -1.441 -0.987 -1.874
C: -0.765 -2.543 -0.158
C: -0.545 -0.131 0.122
C: -1.336 -2.286 -1.442
C: -0.411 -1.479 0.586
C: 2.720 2.190 1.616
N: -0.291 0.859 1.048
O: 3.073 1.061 1.615
O: 0.955 3.974 -0.615
O: 0.005 2.166 0.663
S: 1.298 2.600 -0.264
Cl: -1.959 -3.499 -2.483
Cl: 0.296 -1.673 2.161
H: -1.039 0.994 -1.614
H: -1.940 -0.870 -2.811
H: -0.539 -3.663 0.265
H: 2.681 2.761 2.575
H: 0.223 0.432 1.773

***

Entry 8:
An isolated ion of composition C7H5Cl2O5 and charge -1 in a non-equilibrium geometry. Source: the OMol25 dataset; level of theory: ωB97M-V/def2-TZVPD.

- Lowest unoccupied orbital energy: 0.051 hartree
- Kohn-Sham gap: 0.1990 Eh
- Calculated total energy: -42616.88312 eV
- Total charge: -1
- Multiplicity: 1
- HOMO: -4.0 eV

Element x y z (Å)
O: -1.203 4.023 2.621
C: -0.273 3.294 1.948
C: -0.630 2.767 0.437
C: 0.654 2.142 0.021
C: 0.867 1.462 -1.464
O: 1.137 2.334 -2.475
O: 0.840 0.024 -1.773
C: 1.757 2.297 1.225
O: 3.076 2.034 1.257
O: 1.081 2.875 2.402
H: -1.653 2.880 -0.127
Cl: -1.453 -2.719 1.387
C: -1.256 -3.644 -0.123
C: -0.108 -3.120 -0.970
Cl: -0.456 -1.512 -1.654
H: -2.205 -3.614 -0.666
H: -1.062 -4.682 0.165
H: 0.066 -3.791 -1.817
H: 0.820 -3.051 -0.395

***

Entry 9:
One molecule with the formula C7H5ClN2 in a non-equilibrium geometry. Source: the OMol25 dataset; level of theory: ωB97M-V/def2-TZVPD.

- Lowest unoccupied orbital energy (spin up / spin down): -0.042 / -0.100 hartree
- Kohn-Sham gap (spin up / spin down): 0.3214 / 0.2014 Eh
- Calculated total energy: -22836.30846 eV
- Multiplicity: 1
- Energy relative to the best compared isomer or geometry (same formula, charge and spin): 6.141 eV
- HOMO (spin up / spin down): -9.9 / -8.2 eV

Element x y z (Å)
C: -2.970 0.177 -0.867
C: -1.748 2.107 -1.439
C: 2.620 -0.991 1.685
C: 1.772 -0.246 1.013
C: -0.332 0.147 -0.728
C: -1.845 0.889 -0.928
C: 0.545 -0.749 0.429
N: -3.923 -0.534 -0.810
N: -1.552 3.146 -1.908
Cl: 0.032 -2.259 0.862
H: 3.483 -0.769 2.177
H: 2.230 -1.952 1.860
H: 1.833 0.912 1.096
H: -0.464 -0.759 -1.475
H: 0.320 0.883 -0.966

***

Entry 10:
An isolated ion of composition C7H5F3NO3P and charge -2 in a non-equilibrium geometry. Source: the OMol25 dataset; level of theory: ωB97M-V/def2-TZVPD.

- SMILES: [O-]P([O-])(=NC(F)(F)F)Oc1ccccc1
- Lowest unoccupied orbital energy: 0.215 hartree
- Kohn-Sham gap: 0.2559 Eh
- Calculated total energy: -32416.37350 eV
- Total charge: -2
- Multiplicity: 1
- HOMO: -1.1 eV

Element x y z (Å)
O: -2.836 0.689 0.314
P: -2.048 0.707 -0.957
O: -2.607 1.377 -2.175
N: -1.184 -0.673 -1.202
C: -1.373 -1.583 -2.053
F: -1.171 -2.947 -1.643
F: -2.770 -1.886 -2.520
F: -0.813 -1.565 -3.284
O: -0.581 1.672 -0.496
C: 0.252 0.993 0.217
C: 1.636 1.340 0.146
C: 2.536 0.758 1.034
C: 2.196 -0.153 2.017
C: 0.805 -0.432 2.107
C: -0.125 0.076 1.192
H: 2.108 2.128 -0.450
H: 3.592 1.078 0.924
H: 3.055 -0.432 2.740
H: 0.483 -1.064 2.992
H: -1.156 -0.082 1.095

***

Entry 11:
One molecule with the formula C7H5FN2 in a non-equilibrium geometry. Source: the OMol25 dataset; level of theory: ωB97M-V/def2-TZVPD.

- SMILES: N#C/N=C1/C=CC=C[C@@H]1F
- Lowest unoccupied orbital energy: -0.058 hartree
- Kohn-Sham gap: 0.2884 Eh
- Calculated total energy: -13034.80003 eV
- Multiplicity: 1
- Energy relative to the best compared isomer or geometry (same formula, charge and spin): 0.000 eV
- HOMO: -9.4 eV

Element x y z (Å)
N: -5.194 0.158 -0.113
C: -4.122 0.537 0.053
N: -2.933 1.060 0.137
C: -1.715 0.627 0.068
C: -0.533 1.455 -0.067
C: 0.626 0.879 -0.550
C: 0.967 -0.528 -0.363
C: 0.042 -1.353 0.152
C: -1.350 -0.845 0.306
F: -2.285 -1.624 -0.405
H: -0.787 2.541 -0.162
H: 1.251 1.643 -0.988
H: 2.020 -0.761 -0.664
H: 0.271 -2.432 0.199
H: -1.683 -1.096 1.337

***

Entry 12:
One molecule with the formula C7H5FN2O5 in a non-equilibrium geometry. Source: the OMol25 dataset; level of theory: ωB97M-V/def2-TZVPD.

- SMILES: O=CC1=[N+]([O-])O[C@H](/C=C(/F)[N+](=O)[O-])C=C1
- Lowest unoccupied orbital energy (spin up / spin down): -0.037 / -0.037 hartree
- Kohn-Sham gap (spin up / spin down): 0.2981 / 0.2982 Eh
- Calculated total energy: -23265.14182 eV
- Multiplicity: 1
- Energy relative to the best compared isomer or geometry (same formula, charge and spin): 0.684 eV
- HOMO (spin up / spin down): -9.1 / -9.1 eV

Element x y z (Å)
O: -2.110 -2.215 -1.193
C: -0.935 -1.823 -1.192
C: -0.469 -0.457 -0.871
N: 0.550 0.026 -1.583
O: 1.230 -0.592 -2.346
O: 0.977 1.371 -1.304
C: 0.627 1.692 0.082
C: 1.482 0.724 0.868
C: 1.095 -0.468 1.253
F: 1.904 -1.470 1.550
N: -0.339 -0.808 1.703
O: -0.714 -1.920 1.410
O: -0.993 0.038 2.267
C: -0.848 1.604 0.170
C: -1.396 0.493 -0.304
H: 0.032 -2.366 -1.508
H: 1.067 2.712 -0.039
H: 2.667 0.847 0.718
H: -1.458 2.409 0.636
H: -2.371 0.201 -0.319

***

Question: Look up the multiplicity of the second one.
Answer: 1